No. 1
Entry from OMol25: a molecular structure, C30H24BrGeNOPt (ωB97M-V/def2-TZVPD).

Summary:
total charge: -2
E_tot: -6057.6479 Ha
spin multiplicity: 3
HOMO-LUMO gap (alpha / beta): 3.58 / 4.83 eV
max |F|: 1.2 eV/A
⟨S²⟩: 2.035

```
59
Properties=species:S:1:pos:R:3:forces:R:3:nbo_charge:R:1
Pt 2.48763 -0.51363 -0.78743 -1.059 -0.043 0.458 0.408
O 1.32334 3.84500 -5.20748 0.080 -0.125 0.109 -0.723
C 1.58243 2.77431 -4.33345 -0.093 -0.151 -0.084 0.157
C 0.60233 1.77939 -4.05404 0.092 0.331 -0.306 -0.362
C 0.87774 0.78630 -3.17014 -0.341 -0.227 -0.028 0.026
N 2.05305 0.65749 -2.48648 0.587 0.300 0.243 -0.674
C 2.98458 1.62358 -2.80500 0.132 0.001 0.122 0.109
Br 4.65715 1.38417 -1.91511 0.294 0.329 -0.354 -0.017
C 2.81487 2.65110 -3.68497 -0.055 0.170 -0.147 -0.335
H 0.40585 4.10691 -5.07375 0.030 0.002 0.059 0.455
H -0.35743 1.81356 -4.55358 -0.084 -0.110 0.015 0.198
H 0.14449 0.02200 -2.95506 -0.026 0.007 0.007 0.203
H 3.61689 3.34407 -3.88835 0.078 0.067 0.063 0.214
C 1.42811 0.38765 0.62470 0.406 -0.484 -0.606 -0.944
Ge -0.48396 0.06125 0.48577 -0.673 -0.077 0.324 1.333
C -1.75958 0.24298 -1.08343 0.636 -0.088 0.106 -0.406
C -1.91276 1.53124 -1.59122 0.073 0.097 0.228 -0.215
C -2.69034 1.79092 -2.69998 -0.314 0.151 -0.194 -0.220
C -3.33947 0.75001 -3.34977 -0.013 0.012 -0.125 -0.250
C -3.13992 -0.54864 -2.90819 -0.288 -0.112 -0.239 -0.256
C -2.34960 -0.79294 -1.79864 0.092 -0.159 0.303 -0.170
C -1.30816 -1.38748 1.66591 0.446 0.309 -0.498 -0.277
C -0.59928 -1.63382 2.83591 0.295 0.058 0.050 -0.245
C -1.01620 -2.56936 3.76171 -0.030 -0.078 0.245 -0.213
C -2.18690 -3.27822 3.54146 -0.037 -0.198 0.155 -0.254
C -2.90763 -3.05230 2.38234 -0.270 -0.180 0.090 -0.238
C -2.47152 -2.11524 1.46060 -0.052 0.105 -0.215 -0.253
C -1.24295 1.58238 1.56087 -0.028 -0.055 -0.176 -0.293
C -0.42694 2.24174 2.47023 0.350 -0.116 -0.025 -0.252
C -0.88765 3.30092 3.22791 -0.184 0.266 0.248 -0.222
C -2.19893 3.73512 3.08719 0.054 0.175 0.145 -0.253
C -3.03065 3.09296 2.18582 -0.338 0.160 0.122 -0.244
C -2.55729 2.02309 1.44932 -0.042 -0.150 -0.140 -0.243
H -1.40175 2.34425 -1.08971 -0.019 0.100 -0.043 0.221
H -2.80416 2.80854 -3.06050 0.030 -0.016 0.005 0.193
H -3.98368 0.94371 -4.20116 0.065 0.010 -0.020 0.189
H -3.61607 -1.37284 -3.43236 0.046 0.014 0.029 0.190
H -2.18332 -1.81319 -1.47707 -0.019 -0.122 -0.027 0.195
H 0.31194 -1.07575 3.00445 0.192 0.016 0.045 0.230
H -0.42858 -2.75131 4.65548 -0.017 0.027 0.005 0.193
H -2.53558 -4.00430 4.26802 0.023 -0.032 -0.012 0.186
H -3.81909 -3.61416 2.20138 -0.013 0.035 -0.022 0.186
H -3.05575 -1.94322 0.56906 -0.132 0.001 -0.132 0.199
H 0.60032 1.91282 2.54705 0.188 -0.008 0.013 0.244
H -0.23040 3.80179 3.93087 0.041 -0.015 -0.004 0.188
H -2.56906 4.56982 3.67431 0.018 0.004 -0.014 0.184
H -4.05631 3.43175 2.06024 0.041 -0.040 0.012 0.186
H -3.21965 1.53173 0.74880 -0.110 -0.036 -0.044 0.204
C 4.65354 -3.99943 1.73009 0.205 -0.192 0.064 -0.291
C 5.30653 -2.81357 1.42291 0.174 -0.188 0.209 -0.261
C 4.62292 -1.78524 0.80074 -0.119 0.204 -0.111 -0.208
C 3.27185 -1.89827 0.40825 -0.070 -0.005 0.122 -0.213
C 2.64045 -3.10938 0.75370 -0.135 0.196 -0.002 -0.266
C 3.31369 -4.12999 1.39820 0.029 -0.280 0.155 -0.228
H 5.18553 -4.80963 2.22060 -0.027 0.013 0.002 0.178
H 6.35792 -2.70055 1.68495 -0.091 0.058 -0.018 0.179
H 5.15319 -0.85472 0.61246 -0.079 -0.041 -0.097 0.190
H 1.58843 -3.25957 0.52793 0.074 0.134 -0.076 0.205
H 2.78579 -5.04582 1.64767 -0.010 -0.024 0.007 0.181
```
Positions in Å, forces in eV/Å.



No. 2
Entry from OMol25: a molecular structure, C21H28CoF5N3OSSi2 (ωB97M-V/def2-TZVPD).

Summary:
total charge: -1
E_tot: -3915.9628 Ha
HOMO-LUMO gap: 6.33 eV
max |F|: 0.5 eV/A

```
62
Properties=species:S:1:pos:R:3:forces:R:3:nbo_charge:R:1
Co -0.34837 0.34897 -0.16079 0.324 0.175 -0.101 1.042
N -2.74774 2.68299 2.04996 -0.050 -0.007 -0.040 -0.803
C -2.15402 1.68749 1.35761 0.022 -0.088 -0.041 0.728
O -1.44550 1.94564 0.38415 -0.058 0.104 0.047 -0.621
C -2.37175 0.25974 1.76793 -0.058 0.045 -0.039 -0.551
C -1.72385 -0.64317 0.71874 -0.187 0.075 0.095 -0.542
H -2.39782 3.61337 1.88869 -0.008 0.004 0.014 0.406
H -3.14451 2.47796 2.94936 0.010 0.010 0.005 0.394
H -3.44836 0.09384 1.89609 0.002 -0.027 0.012 0.215
H -1.91754 0.13015 2.75387 0.070 0.015 -0.001 0.238
H -2.43129 -0.92224 -0.06418 -0.030 0.015 0.019 0.199
H -1.33440 -1.55333 1.16645 0.032 -0.019 0.036 0.199
C 1.25729 -1.49320 2.27672 -0.115 -0.101 -0.065 -1.137
Si 1.71765 -1.92562 0.49460 -0.032 0.089 0.006 1.853
C 3.46597 -1.37610 0.07780 -0.071 -0.083 0.012 -1.147
C 1.74003 -3.82045 0.53650 0.101 0.037 0.102 -1.135
N 0.55157 -1.23424 -0.58918 0.271 -0.134 -0.150 -1.081
C 0.05237 -1.78587 -1.75510 0.136 0.203 0.369 0.232
C 0.36152 -3.02833 -2.30810 0.053 -0.214 -0.092 -0.295
C -0.27630 -3.48404 -3.45907 0.098 0.000 0.117 -0.249
C -1.24128 -2.70498 -4.07196 -0.067 0.107 -0.018 -0.257
C -1.53073 -1.44462 -3.55385 -0.139 -0.026 -0.146 -0.268
C -0.86170 -0.94997 -2.43869 -0.022 0.287 -0.048 0.099
N -0.98600 0.33095 -1.89658 -0.339 -0.359 -0.139 -1.073
Si -1.70487 1.62408 -2.79942 0.030 0.007 -0.016 1.829
C -0.93755 1.70196 -4.52344 -0.068 0.031 0.051 -1.125
C -1.37044 3.33672 -2.09719 -0.015 -0.043 -0.063 -1.118
C -3.58619 1.46873 -2.94910 0.061 0.060 -0.010 -1.133
H 2.14331 -1.42736 2.91442 0.000 -0.005 -0.002 0.228
H 0.61239 -2.27917 2.68158 0.013 -0.031 -0.001 0.222
H 0.71608 -0.55065 2.34689 0.018 -0.117 -0.019 0.231
H 4.17236 -1.63358 0.87275 -0.006 -0.006 -0.004 0.221
H 3.50158 -0.29873 -0.08183 -0.017 0.007 0.035 0.263
H 3.79622 -1.87377 -0.83861 -0.006 0.012 -0.017 0.225
H 2.22407 -4.10200 1.47885 -0.021 -0.020 -0.017 0.223
H 2.31033 -4.28567 -0.26782 0.000 0.008 -0.032 0.221
H 0.73412 -4.24536 0.54024 -0.020 0.018 -0.019 0.233
H 1.10649 -3.65404 -1.83941 -0.015 0.002 -0.009 0.201
H -0.02084 -4.45659 -3.86381 0.008 -0.003 0.019 0.192
H -1.76495 -3.06587 -4.94923 -0.010 0.021 0.001 0.191
H -2.29052 -0.83796 -4.03260 0.036 -0.011 -0.016 0.195
H 0.10919 2.00149 -4.42705 0.006 -0.007 0.014 0.234
H -1.44798 2.47003 -5.11341 0.003 -0.011 -0.005 0.217
H -0.96468 0.76666 -5.07867 -0.016 -0.042 0.008 0.238
H -0.36262 3.42423 -1.68836 0.012 -0.019 0.007 0.248
H -2.07067 3.62357 -1.31581 -0.023 -0.012 0.026 0.230
H -1.46967 4.04868 -2.92361 0.019 -0.004 0.015 0.217
H -3.90233 0.63692 -3.58150 0.018 0.004 0.016 0.226
H -4.01511 2.38797 -3.35964 -0.005 -0.010 -0.009 0.220
H -4.01841 1.31238 -1.95693 0.003 0.009 0.011 0.228
F 3.30946 1.08294 6.52718 -0.024 0.009 -0.079 -0.304
C 2.90435 1.22957 5.25392 0.013 -0.012 0.046 0.243
C 3.81481 1.17505 4.21405 0.033 -0.002 0.024 0.259
F 5.11453 0.97610 4.48872 -0.062 0.009 -0.013 -0.303
C 3.39081 1.32869 2.90646 0.012 0.055 0.004 0.309
F 4.33207 1.28130 1.95627 -0.027 -0.031 0.016 -0.300
C 2.05148 1.53401 2.56254 -0.059 0.140 0.047 -0.263
S 1.51620 1.71125 0.91880 0.048 -0.078 0.019 -0.399
C 1.17468 1.60473 3.64780 0.110 -0.025 0.015 0.346
F -0.13751 1.81327 3.43596 -0.052 0.003 0.004 -0.333
C 1.57163 1.45057 4.96079 0.025 -0.013 0.045 0.248
F 0.67299 1.51492 5.95927 0.033 -0.002 -0.044 -0.308
```
Positions in Å, forces in eV/Å.



No. 3
Entry from OMol25: a gas-phase ion, C5H8N2 (charge +2) (ωB97M-V/def2-TZVPD).

Summary:
total charge: +2
E_tot: -303.9772 Ha
SMILES: C=[NH+]/C=[N+]1/CC1=C
HOMO-LUMO gap: 8.98 eV
max |F|: 4.4 eV/A

```
15
Properties=species:S:1:pos:R:3:forces:R:3:nbo_charge:R:1
C -1.57178 -0.85775 1.55960 -1.529 -0.970 -1.194 0.193
N -0.32574 -0.75655 1.81353 1.227 0.848 -0.030 -0.469
C 0.70456 -0.81725 0.80174 -0.788 -0.987 1.914 0.382
N 0.60963 -0.23798 -0.28428 0.846 0.332 -0.765 -0.247
C 1.55101 0.07490 -1.38629 -0.147 3.824 1.459 -0.185
C 0.22124 0.71986 -1.31505 1.731 -1.478 0.508 0.148
C -0.70737 1.58136 -1.51962 2.274 1.474 -3.440 -0.245
H -2.34958 -0.93594 2.29615 0.128 0.407 0.982 0.277
H -2.04183 -1.04364 0.52191 1.556 0.455 1.250 0.273
H 0.21615 -0.59675 2.72589 -2.078 -0.452 -0.620 0.501
H 1.46967 -1.45638 1.24251 0.784 0.212 -1.076 0.270
H 2.42274 0.72938 -1.05396 -1.164 -0.937 -0.299 0.284
H 1.78593 -0.60042 -2.10808 0.375 -2.448 -1.765 0.275
H -1.40349 1.93174 -0.90398 -3.251 0.514 2.672 0.245
H -0.58114 2.26543 -2.39005 0.038 -0.796 0.404 0.296
```
Positions in Å, forces in eV/Å.



No. 4
Entry from OMol25: 4 unconnected molecules or ions with the total composition C2H12N2O3 (ωB97M-V/def2-TZVPD).

Summary:
total charge: +1
E_tot: -418.2460 Ha
spin multiplicity: 2
HOMO-LUMO gap (alpha / beta): 8.94 / 5.05 eV
max |F|: 3.8 eV/A
⟨S²⟩: 0.794

```
19
Properties=species:S:1:pos:R:3:forces:R:3:nbo_charge:R:1
C -0.52533 0.17931 2.61197 2.133 0.966 -0.013 -0.474
N -1.08650 1.07263 1.51293 -0.578 -0.269 0.374 -0.267
C -2.15448 0.78648 0.72583 1.840 -0.915 -1.247 0.191
N -2.68022 1.78181 0.00651 -0.706 -3.246 -0.324 -0.344
H 0.57833 0.54795 2.79964 -2.342 -0.670 -0.284 0.273
H -0.45160 -0.91473 2.36007 -0.496 1.201 -0.237 0.283
H -1.13858 0.33184 3.54467 0.486 -0.016 -1.010 0.279
H -0.73203 2.04426 1.30926 -0.272 -1.037 0.988 0.452
H -2.28235 -0.31138 0.39672 -0.240 1.486 1.478 0.234
H -3.28398 1.11401 -0.59530 0.259 2.348 0.302 0.368
H 1.70446 -1.06646 -2.83031 0.960 -1.568 -0.430 0.475
H 2.07531 -2.41204 -3.62556 -0.094 0.540 0.468 0.492
O 2.19836 -1.93503 -2.78472 -0.889 1.200 -0.072 -0.963
H 2.67500 -3.09794 -0.01586 -0.906 0.511 -0.385 0.489
H 1.52843 -2.25002 -0.72380 0.732 -0.442 -0.273 0.484
O 1.74338 -2.80164 0.03669 0.167 -0.125 0.701 -0.975
H 0.10251 1.80700 -1.86048 -2.845 -1.082 -0.556 0.453
H 0.80194 2.94610 -1.12419 0.240 -1.074 -1.152 0.471
O 0.92735 2.17785 -1.74407 2.550 2.192 1.670 -0.920
```
Positions in Å, forces in eV/Å.



No. 5
Entry from OMol25: 2 unconnected molecules or ions with the total composition C5H10N2 (ωB97M-V/def2-TZVPD).

Summary:
E_tot: -305.8945 Ha
HOMO-LUMO gap: 7.79 eV
max |F|: 1.5 eV/A

```
17
Properties=species:S:1:pos:R:3:forces:R:3:nbo_charge:R:1
C 1.27493 0.41238 0.08491 0.658 1.194 0.613 0.234
C -1.90526 2.27056 0.19254 0.423 0.400 0.046 -0.708
N 1.93986 -0.01649 1.23296 -0.371 0.073 -0.301 -0.810
C -1.06431 1.05080 0.06376 -1.434 -0.117 0.114 0.118
C -0.18839 -2.02143 -0.19917 -0.838 0.006 0.026 -0.396
C 0.13462 -2.40204 -1.42456 0.160 0.118 -0.012 -0.408
N 0.17029 1.07578 0.12069 0.945 -1.084 -0.172 -0.430
H 1.84993 0.39243 -0.82971 -0.082 -0.183 -0.108 0.187
H 2.92092 0.21795 1.27280 -0.060 -0.080 0.021 0.384
H 1.44813 0.18690 2.09166 0.092 -0.010 -0.053 0.384
H -0.99382 -1.28418 -0.01207 0.566 -0.357 -0.163 0.222
H 0.26669 -2.48214 0.66569 0.218 0.044 0.082 0.187
H -2.46305 2.39912 -0.73362 -0.114 -0.027 -0.009 0.237
H -2.62937 2.10902 0.98989 -0.079 -0.031 -0.059 0.234
H -1.34340 3.18598 0.39915 -0.010 0.128 0.001 0.190
H 0.92458 -3.11316 -1.61745 0.032 -0.189 0.040 0.186
H -0.34236 -1.98149 -2.29748 -0.105 0.117 -0.068 0.189
```
Positions in Å, forces in eV/Å.



No. 6
Entry from OMol25: a molecular structure, C2H3N5O (ωB97M-V/def2-TZVPD).

Summary:
E_tot: -426.7507 Ha
HOMO-LUMO gap: 8.47 eV
max |F|: 7.2 eV/A

```
11
Properties=species:S:1:pos:R:3:forces:R:3:nbo_charge:R:1
C 0.93524 -1.06736 0.49836 0.430 1.178 -4.202 0.007
C -0.44011 -0.44567 -0.05568 0.469 -2.096 3.070 0.366
H -1.76206 1.11778 -0.25683 1.172 2.863 2.344 0.507
H 1.12918 -2.07910 1.02859 -0.632 2.137 -0.701 0.251
H -2.24284 -1.34509 0.61025 1.841 1.484 -1.818 0.410
N -0.09473 0.82023 -0.35635 2.072 5.670 0.777 -0.028
N 1.05281 1.49627 -0.71269 -1.243 -3.612 -0.290 0.077
N 2.01107 0.70566 -0.78098 2.457 -0.251 0.215 -0.056
N 2.02179 -0.47998 -0.09822 -2.414 -1.960 1.994 -0.240
N -1.74314 -0.61342 -0.02427 0.704 -0.736 1.226 -0.771
O -0.86721 1.89069 0.14781 -4.857 -4.676 -2.616 -0.522
```
Positions in Å, forces in eV/Å.



No. 7
Entry from OMol25: 2 unconnected molecules or ions with the total composition C5H9NO2 (ωB97M-V/def2-TZVPD).

Summary:
E_tot: -401.1350 Ha
SMILES: CC(C)C(=O)C#N.O
HOMO-LUMO gap: 10.89 eV
max |F|: 1.4 eV/A

```
17
Properties=species:S:1:pos:R:3:forces:R:3:nbo_charge:R:1
C 0.79916 1.22714 1.36163 0.089 0.123 0.036 -0.601
C 0.09147 0.54080 0.18067 -0.207 0.048 0.103 -0.313
C 0.21263 1.33718 -1.11225 0.075 0.140 -0.104 -0.605
C 0.63802 -0.85735 0.03691 0.010 -0.046 -0.144 0.539
O 1.40526 -1.24592 -0.80422 -0.239 0.166 0.314 -0.477
C 0.15541 -1.84129 1.06711 -0.343 -1.082 0.361 0.173
N -0.25184 -2.71340 1.71307 0.468 1.144 -0.561 -0.281
H 0.71752 0.64571 2.29007 0.028 0.127 -0.218 0.220
H 1.86308 1.38548 1.13282 -0.270 -0.060 0.086 0.214
H 0.33520 2.20744 1.53017 0.139 -0.235 0.004 0.223
H -0.97280 0.43313 0.44218 0.256 -0.063 -0.068 0.233
H 1.26493 1.47842 -1.39410 -0.266 -0.101 0.047 0.218
H -0.31414 0.83987 -1.93619 0.166 0.094 0.217 0.231
H -0.23190 2.33118 -0.96641 0.096 -0.243 -0.042 0.213
O -1.80912 -1.54267 -1.21995 0.449 -0.632 -0.481 -0.949
H -2.50967 -1.90481 -0.66971 -0.019 -0.098 0.023 0.480
H -1.39322 -2.32091 -1.65179 -0.434 0.718 0.428 0.483
```
Positions in Å, forces in eV/Å.



No. 8
Entry from OMol25: a molecular structure, CaH2O (ωB97M-V/def2-TZVPD).

Summary:
total charge: +2
E_tot: -753.3757 Ha
HOMO-LUMO gap: 10.19 eV
max |F|: 1.2 eV/A

```
4
Properties=species:S:1:pos:R:3:forces:R:3:nbo_charge:R:1
O 0.16581 0.41710 -0.02969 -0.115 -0.841 -0.414 -1.057
H 0.99516 0.81213 0.32297 -0.604 -0.276 -0.098 0.546
H 0.20967 0.57359 -1.00018 0.029 0.113 0.718 0.528
Ca -1.37064 -1.80282 0.70690 0.690 1.004 -0.207 1.983
```
Positions in Å, forces in eV/Å.